Density functional theory data (ωB97M-V/def2-TZVPD) for C27H36BN3Tl as an isolated structure at a distorted geometry.

The geometry in XYZ format:
```
68
Properties=species:S:1:pos:R:3:lowdin_charge:R:1
Tl 11.37 9.69 6.91 0.98
C 14.84 11.64 7.40 -0.05
C 14.50 11.32 8.88 -0.34
C 14.84 12.51 9.87 -0.03
C 15.19 10.10 9.41 -0.14
C 16.51 9.82 9.06 -0.04
C 17.10 8.64 9.39 -0.07
C 16.40 7.61 9.97 -0.03
C 15.07 7.79 10.33 -0.12
C 14.24 6.61 10.89 -0.41
C 13.84 5.61 9.77 -0.05
C 14.92 5.91 12.02 -0.08
C 14.48 9.06 10.11 -0.06
N 13.18 9.40 10.68 0.06
B 12.08 9.97 9.91 -0.26
N 11.02 9.87 10.93 0.05
C 11.50 9.47 12.20 0.00
C 12.83 9.12 11.99 -0.04
C 9.68 10.26 10.70 -0.11
C 9.32 11.53 10.09 -0.11
C 8.04 12.00 10.23 -0.05
C 7.13 11.37 11.03 -0.05
C 7.38 10.06 11.41 -0.02
C 8.61 9.43 11.13 -0.13
C 8.53 7.94 11.26 -0.33
C 9.77 7.10 10.72 -0.03
C 8.30 7.51 12.74 -0.05
C 10.39 12.36 9.37 -0.39
C 11.29 13.17 10.39 -0.01
C 9.75 13.30 8.41 -0.08
H 13.96 12.17 6.86 0.10
H 15.10 10.76 6.84 0.07
H 15.71 12.29 7.39 0.08
H 13.35 11.20 8.93 0.08
H 15.92 12.45 10.12 0.09
H 14.24 12.42 10.77 0.07
H 14.69 13.55 9.47 0.10
H 17.03 10.64 8.53 0.13
H 18.15 8.37 9.08 0.14
H 16.87 6.64 10.13 0.13
H 13.29 7.01 11.25 0.09
H 14.62 5.09 9.26 0.06
H 13.19 6.09 9.01 0.08
H 13.23 4.77 10.23 0.10
H 15.64 5.14 11.61 0.10
H 14.14 5.26 12.54 0.11
H 15.41 6.65 12.69 0.09
H 10.86 9.46 13.11 0.15
H 13.52 8.58 12.66 0.15
H 7.83 12.94 9.79 0.10
H 6.25 11.95 11.34 0.13
H 6.62 9.50 11.97 0.12
H 7.62 7.71 10.79 0.12
H 10.59 7.08 11.39 0.05
H 10.12 7.44 9.72 0.07
H 9.45 6.10 10.56 0.07
H 9.15 7.78 13.31 0.05
H 8.05 6.45 12.73 0.09
H 7.36 8.01 13.14 0.09
H 10.99 11.64 8.78 0.03
H 10.63 13.94 10.81 0.10
H 12.07 13.62 9.74 0.09
H 11.71 12.53 11.18 0.08
H 9.33 14.06 9.05 0.08
H 8.92 12.84 7.85 0.11
H 10.44 13.71 7.67 0.09
N 11.14 12.23 4.78 0.03
C 11.25 11.41 5.58 -0.48
```

The calculation puts the largest force on an atom at 0.1017 Eh/bohr. Its highest occupied orbital energy (alpha / beta) is -11.39 / -11.39 eV. The value obtained for the total energy is -38413.3530 eV. Its total charge is +1.

***

Density functional theory data (ωB97M-V/def2-TZVPD) for C10H13IrN3O5 as an isolated structure at a distorted geometry.

The geometry in XYZ format:
```
32
Properties=species:S:1:pos:R:3:lowdin_spin:R:1
O 2.33 -2.70 -3.65 0.00
C 2.38 -1.58 -3.56 0.00
Ir 0.82 2.93 -2.06 1.21
O 2.09 3.60 -4.82 0.05
C 1.63 3.30 -3.82 0.12
C -0.02 3.96 -0.67 0.16
O -0.44 4.46 0.32 0.12
C 2.58 2.18 -1.19 0.12
O 3.53 1.74 -0.73 0.04
C -0.62 1.73 -2.91 0.13
O -1.48 1.20 -3.48 0.05
C -2.85 -0.82 0.04 0.06
N -1.78 -1.03 1.01 0.49
C -2.10 -1.89 2.13 0.06
C -0.52 -0.51 0.73 0.03
N -0.34 0.32 -0.28 0.52
N 0.57 -0.86 1.48 0.47
C 0.77 -1.72 2.63 0.07
C 1.80 -0.22 1.09 0.06
H -3.67 -1.49 0.30 0.00
H -2.49 -1.06 -0.98 0.02
H -3.20 0.22 0.04 0.03
H -1.64 -2.87 2.01 0.03
H -1.83 -1.43 3.08 0.02
H -3.18 -2.03 2.11 0.00
H -1.29 0.54 -0.59 0.02
H 1.68 -2.29 2.44 0.02
H 0.95 -1.09 3.51 0.04
H -0.04 -2.41 2.84 0.00
H 2.09 -0.48 0.07 0.03
H 1.72 0.87 1.15 0.02
H 2.58 -0.57 1.78 0.00
```

The calculation puts the largest force on an atom at 0.1605 Eh/bohr. Its highest occupied orbital energy (alpha / beta) is -19.05 / -20.03 eV. Its energy above the lowest of the compared OMol25 structures with the same formula, charge and spin is 0.0 kcal per mole. The value obtained for the total energy is -28091.8563 eV. Its total charge is +3. As for the spin multiplicity: 5.

***

Density functional theory data (ωB97M-V/def2-TZVPD) for one molecule with the formula C5H9N at a distorted geometry.

The geometry in XYZ format:
```
15
Properties=species:S:1:pos:R:3:lowdin_charge:R:1
C 2.52 -0.13 -0.08 0.13
C 1.33 -0.10 -0.03 -0.11
C -0.13 -0.02 0.07 -0.68
C -0.51 1.45 -0.12 -0.04
C -0.86 -0.93 -0.91 -0.05
N -0.52 -0.49 1.41 0.06
H 3.57 -0.16 -0.18 0.01
H -0.27 1.78 -1.11 0.08
H 0.04 2.04 0.62 0.08
H -1.59 1.47 0.11 0.09
H -0.69 -1.98 -0.63 0.08
H -0.56 -0.72 -1.96 0.09
H -1.96 -0.74 -0.83 0.10
H -0.34 -1.48 1.51 0.08
H -0.01 0.01 2.13 0.08
```

The calculation puts the largest force on an atom at 0.0315 Eh/bohr. Its highest occupied orbital energy is -9.34 eV. Its energy above the lowest of the compared OMol25 structures with the same formula, charge and spin is 41.5 kcal per mole. The value obtained for the total energy is -6819.1970 eV. Its total charge is 0.

***

Density functional theory data (ωB97M-V/def2-TZVPD) for one molecule with the formula C5H8O2.

The geometry in XYZ format:
```
15
Properties=species:S:1:pos:R:3:lowdin_charge:R:1
O -1.47 -2.14 -0.44 0.11
C -1.19 -1.01 -0.15 -0.34
C -1.94 0.33 -0.22 -0.09
C -0.56 0.95 -0.46 -0.15
C 0.12 -0.24 0.25 -0.21
C 1.56 -0.54 -0.11 -0.22
O 2.35 0.49 0.48 -0.07
H -2.73 0.52 -0.95 0.11
H -2.31 0.61 0.78 0.12
H -0.41 1.96 -0.07 0.11
H -0.31 0.91 -1.52 0.12
H 0.07 -0.10 1.34 0.16
H 1.88 -1.52 0.27 0.12
H 1.69 -0.53 -1.20 0.12
H 3.28 0.29 0.33 0.09
```

The calculation puts the largest force on an atom at 0.0155 Eh/bohr. Its highest occupied orbital energy is -9.63 eV. Its energy above the lowest of the compared OMol25 structures with the same formula, charge and spin is 31.6 kcal per mole. The value obtained for the total energy is -9408.4602 eV. Its total charge is 0.

***

Density functional theory data (ωB97M-V/def2-TZVPD) for a 9-piece molecular cluster, C30H60O12S3 overall at a distorted geometry.

The geometry in XYZ format:
```
105
Properties=species:S:1:pos:R:3:lowdin_charge:R:1
O -7.27 -0.44 -6.46 -0.33
S -6.64 -1.43 -5.60 0.65
O -6.16 -2.64 -6.16 -0.32
C -5.45 -0.61 -4.57 -0.24
C -6.31 0.01 -3.50 -0.24
C -7.19 -1.11 -2.87 -0.19
C -7.84 -1.74 -4.18 -0.18
H -4.85 0.06 -5.19 0.11
H -4.83 -1.37 -4.10 0.11
H -5.74 0.29 -2.61 0.11
H -6.97 0.81 -3.84 0.12
H -8.02 -0.79 -2.23 0.11
H -6.60 -1.90 -2.41 0.10
H -8.67 -1.11 -4.51 0.09
H -7.99 -2.82 -4.22 0.09
O 4.21 5.41 4.95 -0.34
S 3.46 6.31 4.09 0.70
O 3.19 7.69 4.54 -0.34
C 4.00 6.20 2.40 -0.23
C 2.81 5.69 1.57 -0.23
C 1.48 5.96 2.27 -0.21
C 1.75 5.62 3.75 -0.20
H 4.84 5.49 2.38 0.10
H 4.45 7.15 2.13 0.11
H 2.80 6.26 0.65 0.11
H 2.96 4.66 1.24 0.11
H 0.57 5.73 1.72 0.12
H 1.50 7.05 2.26 0.11
H 1.88 4.54 3.76 0.09
H 1.11 5.92 4.58 0.10
O 1.87 -5.03 -1.58 -0.36
S 1.11 -4.95 -2.83 0.68
O 1.41 -3.80 -3.69 -0.35
C 1.28 -6.61 -3.77 -0.17
C -0.12 -6.76 -4.46 -0.19
C -1.23 -5.84 -3.83 -0.19
C -0.66 -5.14 -2.56 -0.22
H 1.55 -7.25 -2.93 0.09
H 2.11 -6.44 -4.45 0.09
H -0.04 -6.35 -5.46 0.11
H -0.37 -7.82 -4.43 0.11
H -2.20 -6.31 -3.68 0.11
H -1.42 -5.04 -4.54 0.10
H -0.44 -5.87 -1.78 0.09
H -1.10 -4.21 -2.21 0.11
C -1.14 0.07 -0.38 -0.03
C -0.51 1.11 -1.31 -0.47
C 0.97 1.40 -0.85 -0.01
O -1.06 1.51 -2.31 0.05
H -0.57 -0.85 -0.38 0.08
H -2.17 -0.11 -0.71 0.07
H -1.11 0.61 0.57 0.08
H 1.43 0.48 -0.51 0.08
H 0.79 2.14 -0.06 0.07
H 1.42 1.87 -1.71 0.08
C 7.39 -4.03 -1.90 -0.03
C 7.33 -2.91 -0.90 -0.51
C 6.60 -1.77 -1.35 -0.04
O 8.03 -2.99 0.13 0.04
H 8.44 -4.25 -2.11 0.09
H 6.91 -3.83 -2.86 0.08
H 6.91 -4.90 -1.46 0.09
H 6.66 -0.98 -0.60 0.09
H 5.54 -1.98 -1.46 0.10
H 7.10 -1.38 -2.25 0.10
C 6.58 6.59 -1.78 -0.02
C 5.58 5.83 -2.64 -0.44
C 5.82 4.37 -2.85 -0.04
O 4.54 6.35 -3.09 0.03
H 7.35 5.87 -1.52 0.06
H 6.32 7.02 -0.81 0.08
H 7.22 7.34 -2.25 0.09
H 6.87 4.24 -2.60 0.07
H 5.65 4.05 -3.88 0.09
H 5.32 3.56 -2.32 0.09
C 1.62 0.66 5.85 -0.03
C 2.24 0.02 4.59 -0.37
C 3.68 -0.63 4.69 -0.02
O 1.68 0.17 3.44 -0.02
H 1.50 0.00 6.70 0.08
H 0.67 1.13 5.60 0.07
H 2.34 1.41 6.20 0.08
H 3.72 -1.60 5.18 0.07
H 4.36 -0.01 5.27 0.07
H 4.11 -0.72 3.69 0.07
C -5.37 -4.34 1.31 -0.01
C -4.33 -4.46 2.50 -0.49
C -4.88 -4.07 3.83 -0.04
O -3.18 -4.78 2.35 0.07
H -6.30 -4.66 1.80 0.07
H -5.09 -5.00 0.49 0.07
H -5.23 -3.31 1.01 0.08
H -5.63 -4.58 4.45 0.09
H -4.85 -2.98 3.85 0.09
H -4.07 -4.23 4.54 0.08
C -4.07 2.36 4.97 -0.03
C -5.24 1.62 4.47 -0.49
C -5.66 1.89 3.06 -0.03
O -5.88 0.79 5.15 0.03
H -3.71 3.06 4.22 0.08
H -3.10 1.88 5.07 0.09
H -4.37 2.73 5.96 0.10
H -4.94 1.50 2.33 0.09
H -5.95 2.93 2.90 0.09
H -6.57 1.29 3.06 0.08
```

The calculation puts the largest force on an atom at 0.0996 Eh/bohr. Its highest occupied orbital energy is -9.60 eV. Its energy above the lowest of the compared OMol25 structures with the same formula, charge and spin is 76.8 kcal per mole. The value obtained for the total energy is -89152.3390 eV. Its total charge is 0.

***

Density functional theory data (ωB97M-V/def2-TZVPD) for C28H23F5N3OPTeTi as an isolated structure at a distorted geometry.

The geometry in XYZ format:
```
63
Properties=species:S:1:pos:R:3:lowdin_charge:R:1
Ti -2.42 -17.29 -1.24 1.06
N -4.19 -19.65 0.50 0.14
C -2.87 -19.98 0.43 -0.29
C -2.49 -21.21 1.03 0.05
C -1.17 -21.67 0.76 0.01
C -0.31 -20.80 0.08 -0.03
C -0.77 -19.58 -0.28 -0.12
N -2.05 -19.18 -0.24 0.01
C -4.80 -18.38 0.49 -0.26
C -6.18 -18.37 0.84 -0.02
C -6.90 -17.24 0.83 -0.04
C -6.21 -16.08 0.47 -0.01
C -4.86 -16.11 0.10 -0.07
N -4.14 -17.28 0.12 0.02
H -4.73 -20.45 0.87 0.17
H -3.15 -21.78 1.71 0.13
H -0.85 -22.63 1.13 0.13
H 0.67 -21.17 -0.12 0.12
H -0.14 -18.83 -0.76 0.12
H -6.75 -19.32 0.95 0.14
H -7.97 -17.37 1.01 0.14
H -6.68 -15.14 0.49 0.11
H -4.32 -15.20 -0.21 0.14
C -7.24 -21.81 -2.25 -0.07
C -6.00 -22.17 -2.69 -0.03
C -5.07 -21.11 -2.84 -0.09
C -5.32 -19.81 -2.58 -0.36
C -6.63 -19.51 -2.10 -0.11
C -7.58 -20.49 -1.99 -0.06
P -4.04 -18.58 -2.88 1.11
C -3.19 -19.08 -4.40 -0.39
C -2.02 -19.79 -4.28 -0.11
C -1.31 -20.18 -5.42 -0.04
C -1.75 -19.84 -6.67 -0.04
C -2.87 -19.01 -6.81 -0.06
C -3.57 -18.63 -5.68 -0.11
C -4.86 -17.00 -3.37 -0.30
C -6.09 -16.89 -3.95 -0.10
C -6.70 -15.69 -4.32 -0.05
C -6.02 -14.50 -4.10 -0.02
C -4.77 -14.60 -3.46 -0.04
C -4.24 -15.78 -3.02 -0.45
H -8.05 -22.57 -2.24 0.13
H -5.75 -23.16 -2.92 0.10
H -4.15 -21.42 -3.32 0.11
H -6.97 -18.47 -2.01 0.11
H -8.60 -20.30 -1.68 0.12
H -1.67 -20.08 -3.31 0.10
H -0.42 -20.73 -5.31 0.11
H -1.23 -20.15 -7.58 0.13
H -3.24 -18.76 -7.78 0.12
H -4.47 -18.06 -5.86 0.11
H -6.63 -17.81 -4.23 0.13
H -7.65 -15.79 -4.83 0.12
H -6.41 -13.49 -4.48 0.15
H -4.17 -13.68 -3.33 0.14
F -1.10 -17.76 -2.41 -0.41
Te -1.51 -15.84 -4.79 2.16
F -0.19 -15.09 -3.80 -0.37
F -1.38 -16.45 -0.11 -0.28
F -0.55 -15.73 -6.35 -0.40
F -2.31 -14.22 -5.02 -0.37
O -3.10 -15.90 -2.27 -0.33
```

The calculation puts the largest force on an atom at 0.0651 Eh/bohr. Its highest occupied orbital energy is -14.13 eV. Its energy above the lowest of the compared OMol25 structures with the same formula, charge and spin is 0.0 kcal per mole. The value obtained for the total energy is -89202.4173 eV. Its total charge is +2.

***

Please write out number 2 again, unchanged.
Density functional theory data (ωB97M-V/def2-TZVPD) for C10H13IrN3O5 as an isolated structure at a distorted geometry.

The geometry in XYZ format:
```
32
Properties=species:S:1:pos:R:3:lowdin_spin:R:1
O 2.33 -2.70 -3.65 0.00
C 2.38 -1.58 -3.56 0.00
Ir 0.82 2.93 -2.06 1.21
O 2.09 3.60 -4.82 0.05
C 1.63 3.30 -3.82 0.12
C -0.02 3.96 -0.67 0.16
O -0.44 4.46 0.32 0.12
C 2.58 2.18 -1.19 0.12
O 3.53 1.74 -0.73 0.04
C -0.62 1.73 -2.91 0.13
O -1.48 1.20 -3.48 0.05
C -2.85 -0.82 0.04 0.06
N -1.78 -1.03 1.01 0.49
C -2.10 -1.89 2.13 0.06
C -0.52 -0.51 0.73 0.03
N -0.34 0.32 -0.28 0.52
N 0.57 -0.86 1.48 0.47
C 0.77 -1.72 2.63 0.07
C 1.80 -0.22 1.09 0.06
H -3.67 -1.49 0.30 0.00
H -2.49 -1.06 -0.98 0.02
H -3.20 0.22 0.04 0.03
H -1.64 -2.87 2.01 0.03
H -1.83 -1.43 3.08 0.02
H -3.18 -2.03 2.11 0.00
H -1.29 0.54 -0.59 0.02
H 1.68 -2.29 2.44 0.02
H 0.95 -1.09 3.51 0.04
H -0.04 -2.41 2.84 0.00
H 2.09 -0.48 0.07 0.03
H 1.72 0.87 1.15 0.02
H 2.58 -0.57 1.78 0.00
```

The calculation puts the largest force on an atom at 0.1605 Eh/bohr. Its highest occupied orbital energy (alpha / beta) is -19.05 / -20.03 eV. Its energy above the lowest of the compared OMol25 structures with the same formula, charge and spin is 0.0 kcal per mole. The value obtained for the total energy is -28091.8563 eV. Its total charge is +3. As for the spin multiplicity: 5.